i) Density functional theory data (ωB97M-V/def2-TZVPD) for one molecule with the formula C3H6N4O.

Geometry as XYZ:
```
14
Properties=species:S:1:pos:R:3:lowdin_charge:R:1
O 1.2538 -1.6819 -0.1972 0.018
N -3.1296 0.2730 -0.4364 0.144
N 0.2798 1.6902 0.2982 0.129
N 0.3784 -0.6100 -0.2228 -0.144
N 2.3271 0.7242 -0.1792 0.132
C -2.0963 -0.1353 -0.0891 -0.202
C -0.8546 -0.7343 0.5831 -0.129
C 1.0755 0.6180 -0.0454 -0.536
H 0.5939 2.5982 -0.0701 0.122
H 1.5816 -1.5980 0.6720 0.079
H -0.8097 -0.1893 1.5644 0.132
H -0.7112 1.5485 0.1285 0.054
H 2.8099 -0.1360 -0.4197 0.045
H -1.2329 -1.8005 0.7937 0.156
```

Output
HOMO-LUMO gap (eV): 10.05
Spin multiplicity: 1
Structure (SMILES): [H]/N=C(/N)N(O)CC#N
HOMO energy (eV): -9.624

ii) Density functional theory data (ωB97M-V/def2-TZVPD) for one molecule with the formula C3H6N4O.

Geometry as XYZ:
```
14
Properties=species:S:1:pos:R:3:lowdin_charge:R:1
O -2.4117 -0.7628 1.5187 -0.072
N 1.4296 -1.0642 -0.3340 0.040
N -1.3068 0.8709 -0.4021 0.059
N -0.4899 1.5722 -1.3609 0.059
N -1.0425 -0.5940 1.3960 -0.025
C -0.5782 0.1336 0.2941 -0.363
C 0.7557 1.2947 -1.0752 -0.116
C 0.8899 0.2367 -0.0435 -0.343
H 1.5766 1.7658 -1.5935 0.104
H 2.3833 -1.0793 -0.6867 0.072
H 0.8679 -1.6036 -1.1031 0.141
H -2.8285 0.0318 0.9841 0.141
H 1.3620 0.7024 0.8317 0.159
H -0.6074 -1.5041 1.5743 0.144
```

Output
HOMO-LUMO gap (eV): 9.10
Spin multiplicity: 1
Structure (SMILES): N[C@H]1C=NN=C1NO
HOMO energy (eV): -8.717

Of them, i) has the highest stability.

i) Density functional theory data (ωB97M-V/def2-TZVPD) for one molecule with the formula C3H6N4O.

Geometry as XYZ:
```
14
Properties=species:S:1:pos:R:3:lowdin_charge:R:1
O 1.6854 -1.2884 0.0137 0.000
N 1.1601 0.9210 0.0725 0.160
N -1.5500 0.2069 -0.5347 -0.124
N 2.8235 -0.4995 -0.3310 0.043
N -0.4967 -0.7213 -0.1967 0.093
C 2.3973 0.7670 -0.0751 -0.208
C 0.6543 -0.3276 -0.0600 -0.480
C -2.8091 -0.2005 0.0899 -0.149
H -3.4526 0.8580 0.3009 0.139
H -2.6374 -0.6680 1.1017 0.063
H 3.5823 -0.7848 0.3685 0.176
H 3.1324 1.6195 0.0754 0.156
H -1.2620 1.1474 -0.3325 0.074
H -3.2275 -1.0297 -0.4927 0.057
```

Output
HOMO-LUMO gap (eV): 8.72
Spin multiplicity: 1
Structure (SMILES): CN/N=c1\nc[nH]o1
HOMO energy (eV): -8.080

ii) Density functional theory data (ωB97M-V/def2-TZVPD) for C3H6N4O as an isolated structure.

Geometry as XYZ:
```
14
Properties=species:S:1:pos:R:3:lowdin_charge:R:1
O -0.3674 1.9260 0.3592 -0.078
N 1.5124 0.3472 -0.3206 -0.091
N 2.5034 -0.4429 0.1037 -0.099
N -0.7692 0.8568 -0.4825 -0.116
N -1.8071 0.0472 0.1087 -0.055
C -0.1606 -1.4639 -0.1204 -0.002
C -1.5260 -1.3477 0.2938 -0.054
C 0.3690 0.0160 -0.3617 -0.406
H -2.5655 -1.8843 0.4761 0.155
H 3.4382 -0.0170 0.9147 0.206
H 0.3206 -2.3491 -0.1139 0.011
H 1.9282 -1.5770 0.6037 0.189
H 0.3634 1.4156 1.0137 0.175
H -2.7165 0.1196 -0.5026 0.166
```

Output
HOMO-LUMO gap (eV): 8.38
Spin multiplicity: 1
HOMO energy (eV): -8.202

iii) Density functional theory data (ωB97M-V/def2-TZVPD) for one molecule with the formula C3H6N4O.

Geometry as XYZ:
```
14
Properties=species:S:1:pos:R:3:lowdin_charge:R:1
O -0.1695 1.1445 -0.9202 -0.119
N -0.0429 0.3531 -2.1150 0.055
N 2.5647 -0.6889 0.0951 0.143
N -0.9947 -1.3474 1.4831 0.121
N -0.1544 1.1886 1.3735 0.127
C -0.7035 -0.9217 0.3275 -0.179
C 1.4699 -0.3516 0.1482 -0.141
C 0.0411 0.3956 0.2394 -0.574
H -0.5833 0.8803 -2.8018 0.098
H -1.0162 -1.3147 -0.6424 0.121
H 0.9472 0.3827 -2.3807 0.092
H -1.5276 -2.2136 1.5003 0.065
H 0.5372 1.9096 1.5204 0.104
H -0.3681 0.5836 2.1725 0.087
```

Output
HOMO-LUMO gap (eV): 10.68
Spin multiplicity: 1
Structure (SMILES): [H]/N=C/[C@@](N)(C#N)ON
HOMO energy (eV): -9.887

iv) Density functional theory data (ωB97M-V/def2-TZVPD) for C3H6N4O as an isolated structure.

Geometry as XYZ:
```
14
Properties=species:S:1:pos:R:3:lowdin_charge:R:1
O 1.2714 2.1590 -0.1701 0.100
N -0.4949 0.7466 -0.4515 -0.023
N 1.2677 0.2330 1.0596 0.011
N -1.1773 -0.5113 0.0253 0.013
N 1.7798 -1.0099 0.6250 -0.051
C 1.5521 -1.4771 -0.6151 -0.079
C 0.7614 1.0958 -0.0034 -0.603
C -2.5856 -0.2441 0.3771 0.019
H 2.1832 -2.4028 -1.2596 0.137
H -2.9695 -1.1243 0.7423 -0.013
H 1.9736 0.8958 1.2874 0.102
H 0.9360 -0.8772 -1.3623 0.046
H -1.1859 1.6388 -0.4794 0.183
H -3.3121 0.8776 0.2247 0.159
```

Output
HOMO-LUMO gap (eV): 9.28
Spin multiplicity: 1
HOMO energy (eV): -9.506

Of them, iii) has the highest stability.

i) Density functional theory data (ωB97M-V/def2-TZVPD) for C3H6N4O as an isolated structure.

Geometry as XYZ:
```
14
Properties=species:S:1:pos:R:3:lowdin_charge:R:1
O -0.0307 1.0326 2.6576 0.002
N -0.5240 0.5456 1.5345 -0.273
N -1.5099 -0.6518 0.0377 0.139
N 1.7486 -0.1452 -1.6710 -0.139
N 0.3191 0.4696 0.5132 0.126
C 0.2454 -0.3628 -1.6759 -0.269
C -0.2907 -0.2464 -0.3016 -0.490
C -1.6849 -0.0093 1.2634 -0.048
H -0.1703 0.0145 -2.6285 0.110
H 0.2206 -1.4899 -1.9457 0.119
H -2.6116 -0.1608 1.6793 0.104
H 2.0121 0.0682 -0.4111 0.166
H 0.2448 -0.0086 3.2820 0.293
H 2.0315 0.9444 -2.3340 0.162
```

Output
HOMO-LUMO gap (eV): 8.31
Spin multiplicity: 1
HOMO energy (eV): -8.770

ii) Density functional theory data (ωB97M-V/def2-TZVPD) for C3H6N4O as an isolated structure.

Geometry as XYZ:
```
14
Properties=species:S:1:pos:R:3:lowdin_charge:R:1
O -0.7239 -0.6473 -0.6259 0.019
N 0.2589 0.8616 -2.2325 0.071
N 1.3879 1.9400 0.4545 -0.038
N 0.3723 -0.3560 1.3083 0.101
N -1.4178 -2.0498 1.3648 0.108
C 0.7247 0.5820 0.3313 -0.364
C -0.7455 -1.0489 0.7960 -0.360
C 0.0967 0.3430 -0.8880 -0.444
H 0.8828 2.5657 -0.4565 0.152
H 0.1248 0.2524 2.2717 0.237
H -2.1215 -2.2634 0.6242 0.054
H 2.6636 1.6689 0.2458 0.193
H 0.1525 -0.3355 -2.7582 0.229
H -0.5752 1.2635 -2.6204 0.042
```

Output
HOMO-LUMO gap (eV): 7.93
Spin multiplicity: 1
HOMO energy (eV): -7.701

Of them, ii) has the highest stability.

i) Density functional theory data (ωB97M-V/def2-TZVPD) for a 2-piece molecular cluster, C5H5NO overall.

Geometry as XYZ:
```
12
Properties=species:S:1:pos:R:3:lowdin_charge:R:1
O 3.6284 1.1586 0.0679 0.156
N 2.4891 0.0882 -1.6819 0.190
C -0.4505 -0.0335 -0.0750 -0.180
C -0.1693 0.8645 -0.8017 0.069
C -0.6340 -1.1823 0.7105 -0.181
C 3.0556 0.6953 -0.8269 -0.430
C -1.6507 -1.1135 1.5809 0.022
H 1.6406 0.2734 -2.1362 0.032
H 0.0560 -1.9736 0.6319 0.092
H -2.4098 -0.3391 1.6457 0.068
H 0.0926 1.9113 -1.1261 0.082
H -1.9392 -2.0395 2.1701 0.080
```

Output
HOMO-LUMO gap (eV): 10.18
Spin multiplicity: 1
Structure (SMILES): C#CC=C.N=C=O
HOMO energy (eV): -9.587

ii) Density functional theory data (ωB97M-V/def2-TZVPD) for a 2-piece molecular cluster, C5H5NO overall.

Geometry as XYZ:
```
12
Properties=species:S:1:pos:R:3:lowdin_charge:R:1
O 2.3425 1.0535 1.3660 0.103
N 0.0172 -1.8864 0.8636 0.108
C -0.3943 1.5956 -0.9231 0.083
C 1.3137 0.9368 0.7718 -0.253
C -0.1148 -0.5371 0.7489 -0.397
C -0.7071 -0.7160 -0.5872 0.010
C 0.5603 1.7309 -0.1324 -0.065
H 0.7037 -2.2820 0.2125 0.058
H -0.9528 2.1942 -1.6159 0.056
H -0.8595 -0.1819 1.4743 0.124
H -1.7871 -0.8239 -0.7482 0.084
H -0.1218 -1.0837 -1.4303 0.088
```

Output
HOMO-LUMO gap (spin up / spin down) (eV): 8.21 / 8.21
Spin multiplicity: 1
HOMO energy (spin up / spin down) (eV): -8.718 / -8.718

Of them, i) has the highest stability.

i) Density functional theory data (ωB97M-V/def2-TZVPD) for one molecule with the formula CH2O2.

Geometry as XYZ:
```
5
Properties=species:S:1:pos:R:3:lowdin_charge:R:1
O -1.1591 -0.2062 0.0358 0.098
O 1.0201 -0.3242 -0.0383 -0.014
C -0.1374 0.3912 -0.0445 -0.425
H 1.7560 0.4523 0.3527 0.214
H 0.1808 1.4439 -0.0659 0.126
```

Output
HOMO-LUMO gap (eV): 11.36
Spin multiplicity: 1
Structure (SMILES): O=CO
HOMO energy (eV): -11.090

ii) Density functional theory data (ωB97M-V/def2-TZVPD) for one molecule with the formula CH2O2.

Geometry as XYZ:
```
5
Properties=species:S:1:pos:R:3:lowdin_charge:R:1
O -1.0913 0.5450 -0.4956 0.073
O 0.5050 -0.2207 0.7741 0.031
C -0.0399 0.0015 -0.4550 -0.394
H 0.8131 -0.3733 -1.2199 0.182
H -0.1869 0.0475 1.3964 0.108
```

Output
HOMO-LUMO gap (eV): 12.10
Spin multiplicity: 1
Structure (SMILES): O=CO
HOMO energy (eV): -11.151

Of them, ii) has the highest stability.

i) Density functional theory data (ωB97M-V/def2-TZVPD) for C25H36As2BrN2O8P2SiTa as an isolated structure.

Geometry as XYZ:
```
78
Properties=species:S:1:pos:R:3:lowdin_charge:R:1
Ta 0.7073 0.4107 0.4435 1.607
Br -7.0027 3.4373 0.1941 0.813
As -0.0676 0.6708 -2.2138 1.129
As -0.5698 2.8688 0.1692 1.163
P 2.9567 1.9293 0.8485 0.242
P 3.7164 -0.7232 0.6587 0.295
Si -0.6686 -0.4110 3.5694 0.401
O 2.1824 1.9544 -0.4449 -0.419
O 2.3772 -0.5365 -0.1402 -0.469
O 4.7823 -1.5192 0.0960 -0.174
O 1.8703 1.4231 1.8338 -0.372
O 4.1269 0.8604 0.8717 -0.190
O 3.6157 3.2840 1.1946 -0.010
O 3.1750 -1.1627 2.0827 -0.096
O -0.1968 -0.1172 1.9403 -0.482
N 0.0690 -1.8797 -0.2020 0.008
N -2.0422 -0.0753 0.0329 0.047
C -1.2007 -2.3119 -0.0555 -0.266
C 0.9832 -2.8173 -0.4817 -0.086
C -2.1987 2.0735 -3.5829 -0.089
C -5.4911 2.3184 0.1544 -0.688
C -2.2630 -1.3206 0.0937 -0.092
C -1.0339 1.2476 4.3185 -0.139
C -3.6093 1.3318 1.2608 -0.052
C -2.7480 3.8196 -1.4882 -0.081
C -0.7124 -0.8836 -3.1656 -0.237
C -1.4637 1.9923 -2.4049 -0.417
C -2.1487 -1.5267 3.4816 -0.141
C -4.0099 0.8812 -1.0674 -0.035
C 1.3590 1.2881 -3.3642 -0.232
C -5.1391 1.6809 -1.0276 -0.108
C -4.7432 2.1297 1.3073 -0.098
C -1.5646 -3.6433 -0.1242 0.022
C -0.5982 -4.6063 -0.3795 0.005
C -3.2311 0.7306 0.0711 -0.303
C 0.6950 -4.1725 -0.5824 0.006
C -3.2066 3.0195 -3.7096 -0.040
C -1.7380 2.8750 -1.3599 -0.421
C -3.4856 3.8855 -2.6618 -0.044
C 0.7699 -1.2320 4.3915 -0.149
C 0.6195 4.3141 -0.3317 -0.228
C -1.4271 3.7565 1.6592 -0.222
H 1.3448 4.5003 0.4579 0.036
H -0.8125 -0.6333 -4.2201 0.045
H -3.7234 0.3935 -1.9907 0.119
H -3.7740 3.0800 -4.6287 0.124
H 1.8294 2.1620 -2.9227 0.023
H 1.6456 -0.5813 4.3866 0.037
H -2.4727 -1.7578 4.4998 0.056
H 1.0311 -2.1736 3.9055 0.041
H 1.4978 -4.8584 -0.8126 0.131
H 0.5205 -1.4519 5.4323 0.052
H -3.2761 -1.7133 0.1944 0.158
H -2.9740 4.5037 -0.6793 0.114
H 1.9932 -2.4861 -0.6458 0.102
H -3.0278 1.1488 2.1565 0.084
H 0.9468 1.5316 -4.3423 0.048
H -2.6034 -3.9140 0.0106 0.134
H -2.0095 1.6501 4.0442 0.025
H 4.4172 3.2937 1.7381 0.135
H 1.1388 4.0742 -1.2539 0.037
H -2.2551 3.1972 2.0734 0.002
H -0.6599 3.9022 2.4188 0.045
H -1.7706 4.7321 1.3180 0.048
H -3.0009 -1.0774 2.9673 0.026
H -1.0200 1.1582 5.4075 0.054
H -1.9053 -2.4772 3.0009 0.038
H -0.0012 5.1985 -0.4718 0.055
H -4.2759 4.6182 -2.7588 0.127
H 2.1008 0.4964 -3.4610 0.050
H 0.0158 -1.6859 -3.0631 0.037
H -1.6748 -1.2015 -2.7725 0.030
H -5.7459 1.8108 -1.9133 0.118
H -1.9947 1.4040 -4.4100 0.109
H -0.2628 1.9709 4.0455 0.034
H -5.0502 2.5959 2.2340 0.117
H 3.8400 -1.6122 2.6244 0.122
H -0.8573 -5.6548 -0.4324 0.132
```

Output
HOMO-LUMO gap (eV): 7.27
Spin multiplicity: 1
HOMO energy (eV): -13.698
Charge: +2

ii) Density functional theory data (ωB97M-V/def2-TZVPD) for C25H36As2BrN2O8P2SiTa as an isolated structure.

Geometry as XYZ:
```
78
Properties=species:S:1:pos:R:3:lowdin_charge:R:1
Ta -0.1041 0.2821 -0.1698 1.614
Br 1.0545 -3.9352 6.1774 0.830
As 2.2927 -0.9547 0.5759 1.161
As 1.7114 2.1309 0.7073 1.136
P 0.0879 -1.5439 -2.9920 0.296
P 0.5840 1.1736 -2.6367 0.235
Si -2.1554 2.4004 1.7537 0.374
O 1.0655 2.3414 -3.5292 -0.005
O 1.5534 0.5670 -1.6521 -0.446
O -1.0842 1.2175 1.1333 -0.529
O -0.5092 1.6781 -1.6659 -0.380
O -1.3030 -2.0916 -3.4930 -0.070
O 0.0150 0.0419 -3.5663 -0.206
O 1.2791 -2.2052 -3.4968 -0.207
O -0.1121 -1.3654 -1.4681 -0.447
N -2.3535 -0.1497 -0.9134 0.022
N -1.0037 -1.4286 1.0449 -0.027
C 5.9809 0.7054 -0.5790 -0.041
C 0.4432 -3.1631 4.5793 -0.695
C -4.8732 -1.0498 -1.6968 0.003
C -4.3243 0.0923 -2.2368 0.010
C -0.2404 -1.2184 3.3485 -0.037
C 1.3851 3.9398 0.1178 -0.213
C -4.1454 -1.7399 -0.7319 0.037
C 0.2386 -3.9623 3.4626 -0.100
C -0.2124 -3.3869 2.2825 -0.029
C 4.9767 -0.2002 -0.2524 -0.072
C 3.7225 0.2677 0.1068 -0.408
C -0.4468 -2.0202 2.2348 -0.312
C 2.6045 -2.5404 -0.4729 -0.223
C 2.8387 -1.4895 2.3553 -0.219
C 1.9152 2.2655 2.6340 -0.219
C 4.4785 2.5407 -0.1742 -0.070
C -3.6936 1.4326 2.1460 -0.145
C 5.7336 2.0674 -0.5424 -0.044
C -2.4419 3.6579 0.4085 -0.142
C -2.9032 -1.2567 -0.3749 -0.251
C -3.0619 0.5103 -1.8206 -0.076
C 3.4780 1.6395 0.1509 -0.413
C 0.2015 -1.7949 4.5279 -0.105
C -1.4412 3.1695 3.2842 -0.157
C -2.1473 -1.8756 0.6949 -0.020
H -4.1323 1.0146 1.2358 0.026
H 0.3490 -1.1885 5.4110 0.116
H -0.4543 -0.1583 3.2992 0.100
H -4.5383 -2.6308 -0.2613 0.135
H -1.2297 -2.6214 -4.2994 0.114
H -2.2213 3.7991 3.7223 0.056
H -1.1690 2.4325 4.0425 0.038
H 1.5270 2.1335 -4.3549 0.136
H 3.9083 -1.6921 2.3075 0.055
H -3.4759 0.6103 2.8326 0.040
H 2.2085 4.5770 0.4355 0.046
H -5.8494 -1.3979 -2.0054 0.131
H 2.6920 1.5690 2.9436 0.030
H 0.4258 -5.0258 3.5143 0.118
H -1.9972 3.3582 -0.5424 0.014
H 2.2285 3.2748 2.8971 0.054
H -2.6096 -2.6864 1.2539 0.162
H -4.4548 2.0585 2.6156 0.051
H 4.2967 3.6077 -0.1470 0.106
H 1.8239 -3.2651 -0.2485 0.039
H 2.5738 -2.2953 -1.5320 0.022
H 5.1868 -1.2617 -0.2958 0.108
H 2.3091 -2.3913 2.6489 0.022
H 2.6509 -0.7036 3.0810 0.026
H -3.5146 3.7854 0.2489 0.048
H 1.2854 3.9719 -0.9653 0.040
H -2.0394 4.6378 0.6720 0.041
H -2.6107 1.4015 -2.2310 0.116
H -0.5841 3.8171 3.0970 0.030
H -0.3795 -3.9992 1.4041 0.129
H 6.9575 0.3402 -0.8666 0.121
H 6.5174 2.7669 -0.7994 0.120
H 3.5720 -2.9533 -0.1921 0.048
H 0.4608 4.2903 0.5738 0.026
H 0.9822 2.0291 3.1371 -0.001
H -4.8557 0.6721 -2.9780 0.129
```

Output
HOMO-LUMO gap (eV): 7.39
Spin multiplicity: 1
HOMO energy (eV): -13.906
Charge: +2

Of them, ii) has the highest stability.